[1]
{
  "formula": "C17H30Cl26INO3P",
  "method": "the ωB97M-V functional and the def2-TZVPD basis",
  "gap_ev": 6.3486,
  "total_charge": -1,
  "energy_ha": -13550.16893,
  "e_lumo_ha": 0.0578,
  "symbols": ["C", "C", "N", "C", "C", "O", "O", "P", "O", "I", "H", "H", "H", "H", "C", "Cl", "Cl", "H", "H", "C", "Cl", "Cl", "H", "H", "C", "Cl", "Cl", "H", "H", "C", "Cl", "Cl", "H", "H", "C", "Cl", "Cl", "H", "H", "C", "Cl", "Cl", "H", "H", "C", "Cl", "Cl", "H", "H", "C", "Cl", "Cl", "H", "H", "C", "Cl", "Cl", "H", "H", "C", "Cl", "Cl", "H", "H", "C", "Cl", "Cl", "H", "H", "C", "Cl", "Cl", "H", "H", "C", "Cl", "Cl", "H", "H"],
  "coordinates": [[-0.687, -2.929, 2.067], [-0.925, -1.912, 1.421], [-1.157, -1.113, 0.230], [0.113, -0.848, -0.509], [0.854, -2.135, -1.089], [1.253, -3.121, -0.427], [1.111, -2.115, -2.411], [1.418, 0.144, 0.451], [2.304, -0.956, 1.420], [0.334, 1.729, 2.010], [-0.362, -3.865, 2.570], [-1.570, -0.230, 0.591], [-0.173, -0.195, -1.401], [2.867, -1.405, 0.756], [-4.218, 1.666, 2.039], [-4.162, 0.922, 3.641], [-2.923, 1.056, 1.003], [-5.176, 1.438, 1.577], [-4.106, 2.743, 2.146], [2.110, 3.926, -1.421], [0.847, 2.701, -1.558], [1.490, 5.408, -0.678], [2.918, 3.533, -0.806], [2.480, 4.157, -2.418], [5.313, -3.139, -0.467], [4.330, -3.248, 0.996], [4.742, -1.843, -1.525], [6.345, -2.938, -0.187], [5.253, -4.083, -1.002], [5.098, -7.457, 0.844], [4.052, -6.716, 2.060], [6.075, -6.241, 0.012], [5.761, -8.168, 1.332], [4.479, -7.971, 0.112], [1.982, 5.031, -5.685], [2.167, 6.681, -5.084], [2.920, 3.888, -4.718], [0.931, 4.753, -5.634], [2.325, 4.990, -6.716], [0.640, 10.211, -4.228], [-0.441, 9.347, -5.328], [2.333, 9.833, -4.565], [0.486, 11.280, -4.351], [0.409, 9.919, -3.206], [-1.720, 5.350, -2.676], [-2.784, 6.087, -1.472], [-0.780, 6.577, -3.536], [-1.036, 4.669, -2.173], [-2.325, 4.801, -3.394], [3.777, -6.709, 5.835], [4.367, -5.436, 6.909], [4.489, -8.276, 6.243], [2.696, -6.777, 5.931], [4.043, -6.457, 4.810], [-2.599, -4.844, 4.958], [-3.699, -4.077, 6.121], [-1.623, -3.644, 4.091], [-1.934, -5.519, 5.495], [-3.189, -5.404, 4.236], [-6.073, 6.923, -3.427], [-7.715, 6.269, -3.333], [-4.953, 5.748, -4.119], [-6.084, 7.812, -4.054], [-5.738, 7.182, -2.425], [2.563, -5.824, -1.469], [0.910, -6.441, -1.400], [3.664, -7.027, -2.185], [2.578, -4.920, -2.075], [2.896, -5.596, -0.458], [-0.439, -3.526, 7.486], [-0.374, -4.234, 9.106], [0.850, -4.159, 6.457], [-1.398, -3.763, 7.037], [-0.327, -2.447, 7.567], [-7.680, 2.287, -3.230], [-7.579, 1.543, -1.629], [-6.407, 1.686, -4.298], [-8.647, 2.052, -3.668], [-7.573, 3.364, -3.126]],
  "forces_ev_per_a": [[1.27, 1.25, -2.07], [-0.15, -1.62, -1.54], [0.73, -0.81, 2.76], [-0.49, 0.35, 0.28], [1.94, -2.01, -4.83], [-0.94, 1.64, 0.92], [-1.43, 1.37, 3.98], [2.23, -0.77, -0.69], [-1.41, 1.19, -0.91], [0.13, -0.55, 0.32], [0.16, 1.84, -1.71], [1.02, -1.26, -0.86], [0.55, -0.87, 1.13], [-0.29, -0.06, 0.42], [-0.15, 0.16, -0.04], [-0.07, 0.05, 0.02], [-1.33, 0.85, 0.07], [0.15, -0.09, 0.05], [0.11, -0.15, 0.03], [0.25, -0.14, 0.00], [-0.06, 0.21, -0.40], [0.04, 0.11, 0.02], [-0.22, -0.02, 0.08], [-0.24, 0.05, 0.34], [0.13, 0.05, -0.12], [0.20, -0.16, 0.01], [0.00, -0.01, -0.02], [-0.15, 0.05, 0.03], [-0.17, 0.21, 0.01], [0.08, -0.30, 0.05], [-0.08, -0.11, 0.00], [0.24, -0.32, 0.16], [-0.01, 0.21, 0.03], [0.02, 0.24, 0.03], [-0.18, 0.04, -0.11], [0.12, -0.12, -0.22], [0.07, -0.17, -0.38], [0.12, 0.06, 0.14], [0.08, 0.01, 0.17], [-0.09, 0.11, 0.15], [-0.05, 0.19, -0.03], [0.04, 0.24, 0.11], [0.06, -0.14, -0.10], [0.06, -0.12, -0.16], [0.09, -0.26, -0.01], [0.01, -0.03, 0.16], [-0.15, -0.23, 0.01], [-0.05, 0.19, 0.05], [-0.01, 0.19, 0.07], [-0.16, 0.14, -0.17], [-0.03, 0.03, -0.05], [-0.04, -0.08, -0.07], [0.14, -0.02, 0.12], [0.10, -0.06, 0.19], [0.21, 0.04, 0.08], [-0.29, -0.12, 0.12], [-1.90, -0.98, 2.38], [-0.07, 0.12, 0.03], [0.00, 0.19, 0.06], [0.24, 0.18, 0.08], [-0.09, 0.08, 0.04], [-0.11, 0.03, -0.14], [-0.06, -0.18, -0.02], [-0.04, -0.17, -0.08], [-0.23, 0.47, 0.11], [0.10, 0.01, 0.04], [-0.01, -0.08, -0.25], [-0.13, -0.10, 0.05], [-0.07, -0.07, -0.10], [-0.03, 0.15, -0.13], [-0.08, 0.02, 0.08], [0.08, 0.01, 0.03], [0.15, -0.01, 0.13], [0.10, -0.15, 0.02], [-0.09, 0.17, -0.09], [-0.08, 0.05, 0.04], [-0.05, 0.06, -0.05], [0.15, -0.10, 0.07], [0.11, -0.15, 0.03]]
}

---

[2]
{
  "formula": "C45H61N7PbS2Sb2",
  "method": "the ωB97M-V functional and the def2-TZVPD basis",
  "gap_ev": [4.2476, 4.1945],
  "relative_energy_kcal_mol": 19.7,
  "total_charge": -2,
  "energy_ha": -3604.21811,
  "e_lumo_ha": [0.1303, 0.1303],
  "symbols": ["Pb", "S", "C", "C", "C", "C", "C", "C", "S", "H", "H", "H", "H", "C", "Sb", "C", "C", "C", "C", "C", "C", "C", "C", "C", "Sb", "C", "C", "H", "H", "H", "H", "H", "H", "H", "H", "H", "H", "H", "H", "H", "H", "H", "H", "H", "H", "H", "H", "C", "C", "C", "C", "N", "H", "H", "H", "H", "H", "H", "H", "H", "H", "C", "C", "C", "C", "C", "C", "C", "C", "C", "C", "C", "C", "N", "H", "H", "H", "H", "H", "H", "H", "H", "H", "H", "H", "H", "H", "H", "H", "H", "H", "C", "C", "N", "C", "C", "N", "C", "N", "N", "N", "C", "C", "C", "C", "C", "C", "H", "H", "H", "H", "H", "H", "H", "H", "H", "H", "H"],
  "coordinates": [[0.373, 0.529, 0.543], [3.036, -0.136, 1.585], [3.304, -1.813, 1.213], [4.610, -2.201, 0.841], [4.939, -3.511, 0.556], [3.950, -4.496, 0.612], [2.656, -4.144, 0.939], [2.289, -2.816, 1.242], [0.621, -2.465, 1.565], [5.367, -1.427, 0.799], [5.957, -3.768, 0.283], [4.190, -5.532, 0.395], [1.880, -4.900, 0.976], [-0.599, 0.647, 6.193], [-0.176, -0.389, 4.297], [1.626, -1.235, 5.133], [-1.356, -2.165, 4.851], [-2.832, -1.979, 4.746], [-3.491, -1.359, 5.815], [-4.858, -1.138, 5.828], [-5.615, -1.551, 4.739], [-4.983, -2.176, 3.677], [-3.599, -2.404, 3.641], [-3.042, -3.101, 2.449], [-2.594, -1.820, 0.664], [-4.736, -1.439, 0.393], [-2.716, -3.646, -0.529], [-1.503, 1.257, 6.116], [0.247, 1.307, 6.407], [-0.713, -0.062, 7.018], [1.580, -1.234, 6.226], [2.486, -0.656, 4.791], [1.736, -2.256, 4.763], [-1.069, -2.367, 5.886], [-0.955, -2.947, 4.207], [-2.897, -1.047, 6.670], [-5.327, -0.652, 6.676], [-6.688, -1.396, 4.722], [-5.577, -2.509, 2.832], [-3.778, -3.805, 2.053], [-2.099, -3.621, 2.627], [-5.313, -2.362, 0.489], [-4.904, -1.010, -0.599], [-5.070, -0.721, 1.145], [-3.729, -4.054, -0.495], [-2.009, -4.358, -0.096], [-2.422, -3.454, -1.562], [-3.025, 1.985, -1.970], [-2.532, 2.187, -0.514], [-1.727, 3.497, -0.478], [-3.774, 2.366, 0.388], [-1.781, 1.063, -0.029], [-3.674, 2.812, -2.288], [-3.589, 1.049, -2.045], [-2.164, 1.923, -2.640], [-2.311, 4.299, -0.944], [-0.788, 3.381, -1.015], [-1.481, 3.777, 0.548], [-4.362, 3.242, 0.087], [-3.449, 2.485, 1.424], [-4.408, 1.479, 0.324], [1.487, 2.946, -2.710], [2.604, 3.567, -1.859], [3.646, 2.517, -1.456], [2.143, 4.373, -0.646], [2.434, 5.726, -0.670], [2.184, 6.573, 0.405], [1.671, 6.007, 1.567], [1.355, 4.665, 1.679], [0.904, 4.186, 3.048], [-0.572, 3.776, 3.105], [1.823, 3.091, 3.606], [1.502, 3.769, 0.531], [1.075, 2.520, 0.524], [1.917, 2.462, -3.599], [0.786, 3.716, -3.045], [0.938, 2.202, -2.140], [3.110, 4.285, -2.515], [3.239, 1.842, -0.706], [4.529, 3.008, -1.036], [3.963, 1.921, -2.322], [2.880, 6.140, -1.573], [2.421, 7.629, 0.355], [1.515, 6.650, 2.433], [1.006, 5.054, 3.710], [-0.780, 2.955, 2.422], [-1.210, 4.623, 2.837], [-0.841, 3.455, 4.117], [1.810, 2.213, 2.961], [1.502, 2.790, 4.611], [2.854, 3.454, 3.668], [2.290, -1.659, -2.158], [0.963, -1.351, -2.758], [-0.203, -1.541, -2.200], [-1.147, -1.070, -3.084], [-0.547, -0.587, -4.201], [0.816, -0.743, -3.986], [1.839, -0.511, -4.964], [2.258, -1.704, -5.684], [3.468, -2.256, -5.455], [3.583, -3.331, -6.134], [2.419, -3.530, -6.838], [2.042, -4.541, -7.724], [0.790, -4.450, -8.289], [-0.079, -3.383, -7.994], [0.279, -2.375, -7.125], [1.546, -2.478, -6.550], [2.137, -2.078, -1.166], [2.892, -0.751, -2.055], [2.853, -2.374, -2.761], [-2.196, -1.086, -2.830], [-0.930, -0.081, -5.074], [2.730, -0.107, -4.492], [1.452, 0.207, -5.682], [2.713, -5.360, -7.950], [0.461, -5.218, -8.979], [-1.061, -3.355, -8.451], [-0.395, -1.564, -6.892]],
  "forces_ev_per_a": [[-0.42, -2.29, -0.11], [0.10, 0.65, 0.22], [0.17, -0.65, -0.21], [-0.35, 0.10, 0.21], [-0.05, -0.33, -0.09], [0.28, 0.03, -0.08], [0.00, 0.32, 0.15], [0.51, -0.11, -0.09], [-0.50, -0.17, 0.45], [-0.01, 0.01, 0.00], [0.01, -0.01, 0.00], [0.02, 0.00, -0.03], [-0.03, 0.02, -0.01], [-0.11, 0.05, -0.10], [0.11, -0.24, 0.12], [0.03, 0.02, -0.15], [0.14, 0.18, -0.19], [-0.07, 0.00, 0.06], [0.01, 0.00, 0.04], [0.01, 0.01, -0.04], [0.05, -0.02, 0.00], [-0.02, -0.01, 0.00], [-0.11, 0.00, 0.01], [0.15, 0.20, -0.21], [-0.22, -0.53, 0.38], [0.12, 0.15, -0.07], [0.16, 0.18, 0.00], [0.06, -0.05, 0.02], [-0.03, -0.03, -0.01], [0.05, 0.02, -0.05], [-0.08, 0.02, -0.04], [-0.05, -0.03, -0.02], [-0.02, 0.08, -0.05], [0.02, -0.01, -0.02], [-0.06, 0.01, 0.01], [-0.01, 0.00, -0.05], [0.02, -0.01, 0.00], [0.01, 0.00, -0.02], [0.04, 0.00, 0.06], [0.05, -0.05, 0.03], [-0.07, 0.03, 0.05], [0.05, 0.01, -0.02], [-0.01, 0.00, 0.06], [-0.03, -0.03, -0.07], [0.01, 0.03, 0.02], [-0.02, 0.08, -0.05], [0.00, -0.02, 0.03], [0.02, -0.03, 0.14], [-0.30, 0.07, 0.09], [-0.02, -0.14, 0.09], [0.10, -0.05, -0.03], [-0.61, 0.63, -0.42], [0.04, -0.04, -0.05], [0.05, 0.04, 0.01], [-0.02, -0.02, -0.01], [0.04, 0.04, 0.03], [0.00, 0.03, -0.10], [-0.06, 0.00, -0.10], [0.00, -0.03, 0.00], [-0.04, 0.01, -0.03], [-0.02, 0.03, 0.04], [0.06, 0.14, 0.12], [-0.03, -0.19, -0.06], [-0.05, 0.05, -0.04], [-0.08, -0.10, 0.00], [0.04, 0.06, -0.26], [-0.06, -0.34, 0.03], [-0.09, 0.21, 0.20], [0.03, -0.18, -0.03], [-0.10, -0.17, 0.12], [0.06, 0.02, 0.00], [-0.04, 0.02, -0.07], [0.22, 0.11, -0.19], [1.06, 2.73, 0.09], [-0.03, 0.09, 0.14], [-0.02, -0.08, 0.01], [-0.12, -0.12, 0.02], [0.00, 0.06, 0.04], [0.06, -0.11, 0.08], [-0.03, -0.10, 0.02], [-0.04, 0.12, 0.07], [0.01, -0.04, 0.06], [-0.03, -0.04, -0.01], [0.02, -0.10, -0.04], [0.02, 0.02, -0.01], [-0.03, -0.09, -0.02], [-0.02, -0.06, -0.03], [0.05, 0.02, -0.04], [0.06, -0.04, 0.05], [0.01, 0.07, -0.11], [-0.04, -0.07, -0.01], [-0.06, 0.02, -0.09], [-0.04, 0.16, 0.05], [-0.05, -0.11, -0.09], [0.10, -0.04, 0.11], [-0.02, 0.12, -0.01], [0.05, -0.22, -0.24], [-0.11, 0.05, 0.24], [-0.16, 0.08, 0.16], [-0.13, 0.10, -0.03], [0.21, -0.18, -0.06], [-0.24, 0.16, -0.01], [0.02, -0.07, -0.05], [0.09, -0.17, -0.08], [-0.01, 0.20, 0.12], [-0.14, -0.07, -0.08], [0.29, -0.04, 0.04], [-0.02, 0.00, 0.03], [-0.01, -0.03, 0.05], [0.02, -0.01, 0.01], [0.05, 0.06, -0.05], [0.02, -0.05, 0.05], [0.10, -0.03, 0.01], [0.02, 0.10, -0.08], [-0.03, 0.04, 0.02], [0.00, 0.02, 0.03], [0.02, -0.02, -0.02], [-0.01, -0.03, 0.03]]
}